1.
Here is 9 unconnected molecules or ions with the total composition C45H58Cl17I2N3O2S2 in a non-equilibrium geometry from the OMol25 dataset. Energies are from ωB97M-V with the def2-TZVPD basis set.

Element x y z (Å)
C 0.8959 -4.9796 -1.0145
C 0.1055 -3.9372 -0.4928
C -0.9165 -2.7451 0.0826
C -2.2039 -2.3515 -0.8595
C -3.2093 -1.1689 -0.2415
C -2.9145 -0.4157 1.2230
C -4.0027 0.7612 1.6240
C -4.6370 1.5462 0.3017
C -4.8372 3.1330 0.7901
O -5.9332 3.3476 1.5603
N -3.9291 4.2735 0.3874
C -3.1370 4.8376 1.5456
C -1.5596 5.3003 1.2425
C -0.6071 5.9808 2.4328
C -1.1550 6.2482 3.9821
C -2.7280 5.7642 4.2726
C -3.6731 5.0882 3.0741
C -1.6148 -0.8293 2.1940
C -0.6415 -2.0089 1.5164
S 0.9344 -2.5506 2.4533
C 1.3530 -0.9344 3.3849
C 2.9362 -0.6548 3.6879
S 4.2369 -1.9309 3.1315
C 3.4395 0.7208 4.4336
C 2.2443 1.7942 4.8527
C 2.6836 3.2414 5.5656
C 4.2041 3.2308 6.1778
O 4.2649 2.1907 7.2234
C 4.5605 4.7105 6.8164
N 4.7366 5.8082 5.7800
C 0.6254 1.4934 4.5551
Cl -0.5228 2.8700 5.0935
C 0.1009 0.0924 3.8042
N -1.3628 -0.1849 3.5442
C -2.0278 -0.9409 4.6820
I -1.4071 -2.9773 5.3567
C -3.1684 -0.3782 5.5125
C -3.8560 -1.2709 6.7491
I -4.0111 1.6096 5.1884
H 1.2969 -5.9644 -1.5507
H -2.4292 -2.8832 -1.8863
H -4.1458 -0.9088 -0.9231
H -3.3647 1.5969 2.1899
H -4.8200 0.3727 2.3719
H -3.8263 1.5828 -0.5407
H -5.6633 1.0625 -0.0384
H -3.2211 3.9671 -0.3251
H -1.0369 5.1774 0.1923
H 0.5051 6.3378 2.2298
H -0.4760 6.7627 4.8126
H -3.1194 5.9713 5.3687
H -4.7710 4.8177 3.3770
H 4.4836 -1.5980 1.7606
H 4.5729 0.9432 4.6228
H 1.9334 3.5379 6.4157
H 2.5271 4.0507 4.7020
H 5.0018 2.9676 5.3580
H 5.2464 1.9644 7.3621
H 3.7435 5.0659 7.5990
H 5.6128 4.5919 7.3669
H 4.5481 6.7141 6.3055
H 4.0555 5.6979 4.9822
H -4.6663 -0.6166 7.3109
H -4.4464 -2.1891 6.2709
H -3.0783 -1.6117 7.5542
Cl -5.0436 -1.5105 -3.4016
C -4.5088 -2.1376 -4.9805
C -3.7994 -3.4762 -4.8559
Cl -2.2197 -3.3279 -4.0453
H -3.8671 -1.3833 -5.4463
H -5.4056 -2.2490 -5.5971
H -3.6058 -3.8892 -5.8505
H -4.3999 -4.2016 -4.2977
Cl -0.3149 -1.9642 -7.5615
C 1.0646 -2.9099 -6.9491
C 1.0327 -4.3506 -7.4329
Cl -0.3062 -5.2749 -6.7068
H 1.0584 -2.8516 -5.8562
H 1.9718 -2.4170 -7.3109
H 1.9583 -4.8597 -7.1480
H 0.9338 -4.4093 -8.5215
Cl 2.8197 -9.2843 -1.5282
C 2.9558 -8.7599 0.1685
C 1.5964 -8.5331 0.8098
Cl 0.7585 -7.1163 0.1279
H 3.5706 -7.8549 0.1964
H 3.4905 -9.5511 0.7024
H 1.7168 -8.3430 1.8806
H 0.9429 -9.4031 0.6905
Cl 5.6088 -7.1224 -10.1456
C 4.0271 -7.5287 -9.4347
C 2.8711 -6.9836 -10.2576
Cl 2.7777 -5.2056 -10.1918
H 4.0070 -7.1470 -8.4092
H 3.9700 -8.6205 -9.3925
H 1.9229 -7.3638 -9.8655
H 2.9476 -7.2803 -11.3085
Cl 2.1109 8.0788 0.7598
C 1.4306 9.5228 -0.0306
C 0.2378 10.0832 0.7269
Cl -1.1785 9.0054 0.6447
H 1.1659 9.2551 -1.0581
H 2.2299 10.2690 -0.0685
H -0.0669 11.0382 0.2881
H 0.4729 10.2539 1.7823
Cl -6.0072 2.0843 -4.1712
C -7.7810 1.9395 -4.0989
C -8.2432 0.4947 -4.1976
Cl -7.9550 -0.1952 -5.8148
H -8.2052 2.5538 -4.8991
H -8.0945 2.3647 -3.1409
H -9.3207 0.4352 -4.0169
H -7.7398 -0.1419 -3.4630
Cl 7.6080 -0.7123 2.6372
C 8.9875 -1.6579 3.2497
C 8.9555 -3.0986 2.7658
Cl 7.6167 -4.0230 3.4920
H 8.9812 -1.5996 4.3425
H 9.8947 -1.1651 2.8878
H 9.8812 -3.6078 3.0507
H 8.8567 -3.1574 1.6772
Cl 1.0483 -0.5975 -4.1119
C 0.3681 0.8465 -4.9022
C -0.8248 1.4069 -4.1447
Cl -2.2410 0.3290 -4.2269
H 0.1033 0.5787 -5.9297
H 1.1673 1.5926 -4.9401
H -1.1294 2.3618 -4.5835
H -0.5896 1.5776 -3.0893

Calculated values
calculated total energy: -306890.4047 eV
highest occupied orbital energy: -7.5 eV
structure (SMILES): C#Cc1ccc(CCC(=O)Nc2ccccc2)c2c1Sc1c(S)cc(C[C@H](O)CN)c(Cl)c1N2/C(I)=C(/C)I.ClCCCl.ClCCCl.ClCCCl.ClCCCl.ClCCCl.ClCCCl.ClCCCl.ClCCCl
lowest unoccupied orbital energy: -0.00983 Ha
molecular weight: 1593.6 Da

Mulliken atomic charge list, values in e, 99 entries:
1 C -0.96
2 C -0.34
3 C 0.60
4 C 0.09
5 C -0.40
6 C 0.10
7 C 0.02
8 C -0.27
9 C 0.20
10 O -0.59
11 N -0.28
12 C 0.54
13 C -0.60
14 C -0.06
15 C -0.41
16 C -0.40
17 C -0.32
18 C -0.46
19 C 0.72
20 S -0.05
21 C 0.28
22 C 0.00
23 S -0.21
24 C -0.42
25 C 0.28
26 C -0.51
27 C 0.01
28 O -0.55
29 C -0.35
30 N -0.63
31 C -0.08
32 Cl -0.10
33 C -0.47
34 N 0.89
35 C -0.21
36 I 0.00
37 C 0.05
38 C -1.13
39 I 0.12
40 H 0.42
41 H -0.12
42 H -0.24
43 H 0.03
44 H 0.28
45 H 0.21
46 H 0.24
47 H 0.34
48 H 0.15
49 H 0.13
50 H 0.28
51 H 0.27
52 H 0.43
53 H 0.18
54 H 0.10
55 H 0.33
56 H 0.23
57 H 0.27
58 H 0.36
59 H 0.28
60 H 0.22
61 H 0.27
62 H 0.24
63 H 0.31
64 H 0.29
65 H 0.33
66 Cl -0.09
67 C -0.40
68 C -0.55
69 Cl -0.13
70 H 0.21
71 H 0.31
72 H 0.35
73 H 0.37
74 Cl -0.21
75 C -0.33
76 C -0.33
77 Cl -0.18
78 H 0.22
79 H 0.37
80 H 0.25
81 H 0.18
82 Cl -0.18
83 C -0.51
84 C -0.46
85 Cl -0.17
86 H 0.33
87 H 0.34
88 H 0.29
89 H 0.33
90 Cl -0.18
91 C -0.40
92 C -0.44
93 Cl -0.19
94 H 0.27
95 H 0.30
96 H 0.26
97 H 0.37
98 Cl -0.17
99 C -0.43



2.
Here is a molecular structure, C45H60BBr2N8RhTe from the OMol25 dataset. Energies are from ωB97M-V with the def2-TZVPD basis set.

Element x y z (Å)
Rh 0.0593 0.3251 -0.1192
C -1.3657 4.0070 2.4264
C -0.7516 2.6187 2.7230
C -0.4963 2.4985 4.2283
C -1.6917 1.5603 2.2329
C -2.9409 1.3055 2.7846
C -3.5412 0.3600 1.9768
C -4.9226 -0.1983 2.1827
C -5.9013 0.1759 1.0680
C -4.9280 -1.6996 2.4779
N -2.6723 0.0575 0.9953
N -1.5196 0.7727 1.1572
B -2.7975 -0.9071 -0.1999
N -1.7422 -2.0131 -0.0645
N -0.4279 -1.6977 0.0880
C 0.2506 -2.8505 0.2061
C -0.6451 -3.9114 0.1049
C -1.8963 -3.3496 -0.0737
C -3.2033 -4.0419 -0.3239
C -3.1926 -5.4641 0.2289
C -3.5033 -4.0359 -1.8269
C 1.7192 -3.0026 0.4727
C 1.9454 -3.5034 1.9030
C 2.3674 -3.9450 -0.5437
N -2.5263 -0.1097 -1.4919
N -1.2974 0.4467 -1.7043
C -1.3161 0.9703 -2.9500
C -2.5662 0.7563 -3.5141
C -3.3078 0.0702 -2.5700
C -4.7377 -0.3650 -2.6923
C -4.9702 -1.0951 -4.0169
C -5.6550 0.8584 -2.5798
C -0.1846 1.6671 -3.6464
C 0.1620 0.9692 -4.9693
C -0.5417 3.1289 -3.9548
H -1.0394 4.7408 3.1636
H -1.1091 4.3888 1.4371
H -2.4525 3.9556 2.4641
H 0.1888 2.5033 2.1875
H -1.4002 2.7494 4.7843
H -0.1992 1.4947 4.5339
H 0.2832 3.1971 4.5342
H -3.3823 1.7831 3.6432
H -5.2687 0.3068 3.0880
H -5.6825 -0.3586 0.1444
H -6.9155 -0.0846 1.3710
H -5.8761 1.2467 0.8619
H -4.7918 -2.2806 1.5679
H -4.1448 -1.9731 3.1858
H -5.8871 -1.9851 2.9094
H -3.8730 -1.3927 -0.2268
H -0.4103 -4.9595 0.1694
H -3.9907 -3.4832 0.1816
H -2.4983 -6.0975 -0.3262
H -2.9128 -5.4854 1.2824
H -4.1841 -5.9051 0.1328
H -2.7524 -4.6162 -2.3663
H -4.4798 -4.4803 -2.0209
H -3.5026 -3.0217 -2.2284
H 2.1968 -2.0317 0.3805
H 1.4874 -4.4828 2.0452
H 3.0124 -3.5995 2.1094
H 1.5090 -2.8243 2.6370
H 1.9711 -4.9562 -0.4475
H 2.1898 -3.6147 -1.5687
H 3.4444 -3.9971 -0.3778
H -2.8934 1.0617 -4.4931
H -4.9684 -1.0469 -1.8741
H -4.8660 -0.4117 -4.8611
H -4.2686 -1.9175 -4.1579
H -5.9816 -1.4998 -4.0451
H -5.4967 1.5323 -3.4232
H -6.6996 0.5471 -2.5884
H -5.4704 1.4152 -1.6607
H 0.6943 1.6280 -3.0019
H -0.7029 0.9784 -5.6324
H 0.9708 1.4993 -5.4739
H 0.4595 -0.0710 -4.8435
H -1.3356 3.1644 -4.7010
H -0.8911 3.6723 -3.0781
H 0.3206 3.6535 -4.3703
Br 5.6813 -1.1540 -3.3749
C 4.0760 -0.7910 -2.4957
C 2.8612 -1.0195 -3.1229
C 1.7014 -0.7142 -2.4372
N 1.7138 -0.1992 -1.2103
C 2.8900 -0.0482 -0.5646
C 4.0924 -0.3215 -1.1866
C 2.7613 0.2373 0.8815
C 3.8308 0.3466 1.7459
C 3.5862 0.3438 3.1163
Br 5.0073 0.5028 4.3155
C 2.2895 0.1842 3.5762
C 1.2659 0.1170 2.6476
N 1.4894 0.1908 1.3374
H 2.8129 -1.4329 -4.1201
H 0.7259 -0.8839 -2.8667
H 5.0312 -0.2000 -0.6671
H 4.8442 0.4047 1.3770
H 2.0720 0.1233 4.6327
H 0.2329 0.0111 2.9482
C 2.3490 3.0514 -1.7643
Te 0.5958 2.9500 -0.5376
C 1.8806 3.8132 0.9548
C 3.0105 4.4516 0.1881
C 3.8667 5.3525 0.8160
C 4.9282 5.9016 0.1178
C 5.1466 5.5482 -1.2091
C 4.3026 4.6466 -1.8343
C 3.2275 4.1019 -1.1384
H 2.0198 3.2949 -2.7717
H 2.8749 2.0995 -1.7918
H 2.2272 3.0906 1.6944
H 1.2681 4.5602 1.4556
H 3.6971 5.6292 1.8495
H 5.5854 6.6085 0.6054
H 5.9752 5.9784 -1.7549
H 4.4744 4.3693 -2.8674

Calculated values
calculated total energy: -210615.9027 eV
relative energy (zero: lowest compared OMol25 entry of this formula, charge and spin): 7.93 kcal/mol
highest occupied orbital energy: -13.8 eV
net charge: +2
lowest unoccupied orbital energy: -0.22956 Ha
molecular weight: 1114.2 Da

Mulliken atomic charge list, values in e, 99 entries:
1 Rh -0.95
2 C -1.44
3 C 3.47
4 C -1.80
5 C -1.18
6 C -0.93
7 C 0.20
8 C -0.07
9 C -1.24
10 C -1.39
11 N 0.48
12 N 0.61
13 B 0.83
14 N -0.03
15 N 0.97
16 C -0.80
17 C -1.06
18 C 0.09
19 C 1.38
20 C -1.94
21 C -1.16
22 C 2.38
23 C -1.62
24 C -1.68
25 N 0.51
26 N 0.61
27 C -0.63
28 C -1.00
29 C -0.33
30 C 0.98
31 C -1.73
32 C -1.59
33 C 2.60
34 C -1.69
35 C -1.73
36 H 0.43
37 H 0.34
38 H 0.37
39 H -1.85
40 H 0.47
41 H 0.29
42 H 0.46
43 H 0.58
44 H 0.59
45 H 0.02
46 H 0.48
47 H 0.35
48 H 0.25
49 H 0.34
50 H 0.50
51 H -0.54
52 H 0.63
53 H -0.65
54 H 0.31
55 H 0.43
56 H 0.47
57 H 0.35
58 H 0.38
59 H 0.13
60 H -0.73
61 H 0.39
62 H 0.41
63 H 0.33
64 H 0.38
65 H 0.34
66 H 0.42
67 H 0.65
68 H -0.11
69 H 0.40
70 H 0.33
71 H 0.46
72 H 0.37
73 H 0.44
74 H 0.32
75 H -1.23
76 H 0.40
77 H 0.43
78 H 0.31
79 H 0.43
80 H 0.30
81 H 0.52
82 Br -0.06
83 C -0.93
84 C -1.25
85 C -1.00
86 N 2.80
87 C -0.31
88 C -0.91
89 C 0.38
90 C -1.01
91 C -0.98
92 Br -0.07
93 C -0.98
94 C -1.18
95 N 2.26
96 H 0.59
97 H 0.91
98 H 0.71
99 H 0.72